CH7O2S | ωB97M-V/def2-TZVPD

Element x y z (Å)
C1 -0.30801 1.52771 -1.58681
S1 0.66683 1.13042 -0.07140
H1 -0.19563 2.60125 -1.69813
H2 -1.36361 1.35933 -1.32263
H3 -0.28126 0.97500 -2.54760
H4 -0.15050 -0.07231 1.99821
H5 1.17688 0.14939 2.36504
O1 0.47451 -0.46108 2.65055
H6 0.66536 -2.37778 0.33257
H7 -0.60641 -2.01221 -0.03405
O2 -0.07817 -2.81972 -0.08575

Forces on atoms 1 to 6 (eV/Å):
-1.299 -0.072 0.745
0.071 -0.545 -0.596
-0.026 0.088 -0.681
0.050 0.288 0.080
1.078 0.154 0.464
-0.179 -0.549 0.149

**Frontier orbital gap**: 7.02 eV
**Relative energy (zero: lowest compared OMol25 entry of this formula, charge and spin)**: 68.1 kJ/mol
**Net charge**: -1

Atomic partial charges in e from the Mulliken method, atoms 1 to 5:
1 C -0.8697
2 S -0.7001
3 H 0.2308
4 H 0.1810
5 H 0.2585

***

CH7O2S | ωB97M-V/def2-TZVPD

Element x y z (Å)
C1 -0.53824 0.82380 -0.38774
S1 0.23740 -0.33426 0.81236
H1 -0.17629 1.84332 -0.24829
H2 -0.37450 0.46473 -1.40935
H3 -1.62885 0.83163 -0.27514
H4 -2.56213 -2.39561 0.43801
H5 -1.51874 -1.52526 1.17028
O1 -2.26130 -2.16800 1.32116
H6 3.60001 0.46046 -0.65924
H7 2.17005 0.79031 -0.36643
O2 3.05259 1.20888 -0.39562

Forces on atoms 1 to 6 (eV/Å):
-0.370 -0.539 0.091
0.091 0.260 -0.300
0.044 0.006 -0.213
0.222 0.331 -0.005
0.058 0.122 0.165
0.099 0.030 -0.036

**Frontier orbital gap**: 6.88 eV
**Relative energy (zero: lowest compared OMol25 entry of this formula, charge and spin)**: 19.6 kJ/mol
**Net charge**: -1

Atomic partial charges in e from the Mulliken method, atoms 1 to 5:
1 C -0.8880
2 S -0.6906
3 H 0.2601
4 H 0.2545
5 H 0.2791

***

CH7O2S | ωB97M-V/def2-TZVPD

Element x y z (Å)
C1 1.60224 -0.26856 0.12521
S1 0.08461 0.46927 -0.59700
H1 1.48953 -1.35515 0.24623
H2 1.87233 0.11430 1.11724
H3 2.44005 -0.08992 -0.55985
H4 -1.64889 -2.39907 -1.30108
H5 -0.36369 -1.66070 -1.16640
O1 -0.70455 -2.58357 -1.26362
H6 -0.41091 1.50585 1.43746
H7 -0.62336 1.67414 2.92846
O2 -0.90917 2.05164 2.08852

Forces on atoms 1 to 6 (eV/Å):
0.055 -0.276 -0.236
0.185 -0.040 0.328
0.054 0.153 -0.080
-0.089 0.180 -0.154
0.020 -0.083 0.251
0.013 -0.141 0.035

**Frontier orbital gap**: 7.05 eV
**Relative energy (zero: lowest compared OMol25 entry of this formula, charge and spin)**: 14.3 kJ/mol
**Net charge**: -1

Atomic partial charges in e from the Mulliken method, atoms 1 to 5:
1 C -0.7298
2 S -0.7401
3 H 0.2240
4 H 0.2304
5 H 0.1840

***

CH7O3 | ωB97M-V/def2-TZVPD

Element x y z (Å)
C1 -0.81813 1.63428 -0.18077
O1 -0.19125 0.41738 0.03025
H1 -1.78282 1.45827 -0.70961
H2 -1.03881 2.17962 0.74773
H3 -0.24501 2.31253 -0.81662
H4 1.02335 0.09600 1.15676
H5 2.55574 0.37732 1.21626
O2 1.90512 -0.24568 1.50428
H6 -1.62256 -1.82857 -0.71964
H7 -0.35662 -1.11997 -0.98303
O3 -0.93310 -1.81127 -1.38100

Forces on atoms 1 to 6 (eV/Å):
-0.116 -1.560 -0.145
0.216 0.322 0.367
-0.053 0.404 0.101
-0.138 0.195 0.226
0.285 0.434 -0.296
0.155 -0.050 -0.692

**Frontier orbital gap**: 7.74 eV
**Relative energy (zero: lowest compared OMol25 entry of this formula, charge and spin)**: 29.2 kJ/mol
**Net charge**: -1

Atomic partial charges in e from the Mulliken method, atoms 1 to 5:
1 C -0.6645
2 O -0.8679
3 H 0.1679
4 H 0.1984
5 H 0.2247

***

CH7O5 | ωB97M-V/def2-TZVPD

Element x y z (Å)
O1 0.77159 0.41741 1.13827
C1 0.67709 -0.72344 0.55533
O2 -0.31028 -0.84995 -0.23527
H1 1.21643 -1.59999 0.83920
H2 -1.65039 -0.68798 -2.66174
H3 -0.49096 -0.35720 -3.51700
O3 -1.38084 -0.72478 -3.60351
H4 -1.75470 -0.16152 -0.07075
H5 -2.62155 0.61912 0.90901
O4 -2.61255 0.36963 -0.05449
H6 2.13984 1.05217 1.67021
H7 3.31829 1.02859 2.75006
O5 2.69803 1.61795 2.28067

Forces on atoms 1 to 6 (eV/Å):
1.663 -2.224 -0.348
-4.269 4.284 0.031
1.384 -1.957 -0.371
1.157 -0.692 0.130
-0.062 -0.155 -0.551
-0.077 -0.107 -0.216

**Frontier orbital gap**: 9.05 eV
**Relative energy (zero: lowest compared OMol25 entry of this formula, charge and spin)**: 91.3 kJ/mol
**Net charge**: -1

Atomic partial charges in e from the Mulliken method, atoms 1 to 5:
1 O -0.7233
2 C 0.1376
3 O -0.7348
4 H 0.3231
5 H 0.3666

***

CH7O5 | ωB97M-V/def2-TZVPD

Element x y z (Å)
O1 -0.54974 0.38935 0.03986
C1 0.17745 -0.41500 -0.58266
O2 1.00585 -1.20695 -0.09433
H1 -0.04505 -0.35106 -1.66779
H2 2.62726 -0.49208 0.46457
H3 2.99355 0.91808 0.18913
O3 3.23521 0.18508 0.79815
H4 -0.84131 -0.18949 1.65120
H5 -0.31707 -1.62195 1.72330
O4 -0.81233 -0.96333 2.23921
H6 -2.93748 0.73652 -2.04371
H7 -1.98665 1.44597 -0.97531
O5 -2.54969 1.56486 -1.74162

Forces on atoms 1 to 6 (eV/Å):
-1.149 1.458 0.189
2.919 -3.007 0.951
-1.886 1.272 -1.619
0.012 0.146 -0.194
0.289 -0.187 0.433
0.576 -0.407 0.754

**Frontier orbital gap (spin up / spin down)**: 11.43 / 5.90 eV
**Multiplicity**: 2
**Relative energy (zero: lowest compared OMol25 entry of this formula, charge and spin)**: 33.6 kJ/mol

Atomic partial charges in e from the Mulliken method, atoms 1 to 5:
1 O -0.3207
2 C 0.4077
3 O -0.5785
4 H 0.2955
5 H 0.3833

***

CH7OS | ωB97M-V/def2-TZVPD

Element x y z (Å)
O1 -1.21947 -2.44608 -0.24997
H1 -0.27773 1.19491 -1.04321
H2 -1.95613 -2.54598 -0.88166
H3 -1.82563 -2.60412 0.50371
C1 1.22446 1.53753 0.42626
S1 0.20004 0.13266 -0.32447
H4 1.87336 1.14265 1.25561
H5 1.95764 1.76874 -0.37763
H6 0.69094 2.49002 0.33758
H7 -0.66749 -0.67035 0.35379

Forces on atoms 1 to 6 (eV/Å):
-1.933 0.103 0.633
-1.378 -1.324 0.139
0.803 0.130 -0.843
0.992 -0.154 0.463
1.524 -0.645 -0.426
2.773 1.583 -1.575

**Frontier orbital gap**: 11.87 eV
**Relative energy (zero: lowest compared OMol25 entry of this formula, charge and spin)**: 164.1 kJ/mol
**Net charge**: +1

Atomic partial charges in e from the Mulliken method, atoms 1 to 5:
1 O -0.7013
2 H 0.2913
3 H 0.3562
4 H 0.3639
5 C -0.8095

***

CH8BCeFO3Si2 | ωB97M-V/def2-TZVPD

Element x y z (Å)
C1 -0.80006 2.54961 1.70023
Si1 -0.42757 0.97562 0.92862
F1 0.99823 0.26433 1.18595
O1 -0.76207 0.74642 -0.64492
Si2 -0.71951 -0.70641 -1.36532
B1 1.29736 -1.37252 -1.46878
O2 2.07878 -0.87780 -2.39685
O3 1.83282 -2.29821 -0.55562
H1 -1.17791 2.43299 2.72036
H2 -1.50929 3.13442 1.10951
H3 0.15793 3.08300 1.78839
H4 -1.21242 -0.29867 1.58890
H5 -1.44718 -0.85653 -2.62420
H6 -1.33742 -1.77163 -0.32520
H7 1.85259 -0.54797 -3.27861
H8 1.74930 -1.97828 0.34912
Ce1 -0.57358 -2.47837 1.28840

Forces on atoms 1 to 6 (eV/Å):
0.229 0.103 0.383
-0.314 0.634 0.207
0.026 -0.625 0.079
-0.392 -0.269 0.347
1.110 0.141 -1.561
-0.016 0.172 -0.198

**Frontier orbital gap (spin up / spin down)**: 6.44 / 7.10 eV
**Multiplicity**: 2
**Net charge**: +3

Atomic partial charges in e from the Mulliken method, atoms 1 to 5:
1 C -0.9362
2 Si 0.7357
3 F -0.2435
4 O -0.0726
5 Si 0.0747

***

What did the fifth record say?
CH7O5 | ωB97M-V/def2-TZVPD

Element x y z (Å)
O1 0.77159 0.41741 1.13827
C1 0.67709 -0.72344 0.55533
O2 -0.31028 -0.84995 -0.23527
H1 1.21643 -1.59999 0.83920
H2 -1.65039 -0.68798 -2.66174
H3 -0.49096 -0.35720 -3.51700
O3 -1.38084 -0.72478 -3.60351
H4 -1.75470 -0.16152 -0.07075
H5 -2.62155 0.61912 0.90901
O4 -2.61255 0.36963 -0.05449
H6 2.13984 1.05217 1.67021
H7 3.31829 1.02859 2.75006
O5 2.69803 1.61795 2.28067

Forces on atoms 1 to 6 (eV/Å):
1.663 -2.224 -0.348
-4.269 4.284 0.031
1.384 -1.957 -0.371
1.157 -0.692 0.130
-0.062 -0.155 -0.551
-0.077 -0.107 -0.216

**Frontier orbital gap**: 9.05 eV
**Relative energy (zero: lowest compared OMol25 entry of this formula, charge and spin)**: 91.3 kJ/mol
**Net charge**: -1

Atomic partial charges in e from the Mulliken method, atoms 1 to 5:
1 O -0.7233
2 C 0.1376
3 O -0.7348
4 H 0.3231
5 H 0.3666